[1]
Here is a 2-piece molecular cluster, C9H13ClN3 overall in a non-equilibrium geometry from the OMol25 dataset. Energies are from ωB97M-V/def2-TZVPD.

The net charge is +1. Its total energy is -26527.9730 eV. Its largest force on an atom is 3.9 eV/A. The spin multiplicity is 1. Its frontier orbital gap is 0.3497 Eh.

XYZ file:
```
26
Properties=species:S:1:pos:R:3:forces:R:3
H 3.233261 1.474184 -1.406938 -0.602 1.041 -0.491
H -3.356864 -1.031335 -0.491274 -0.800 -1.628 -0.007
H -1.292971 1.939679 1.394256 -0.411 -0.352 -0.869
N -0.664382 0.857215 -0.382183 -0.407 0.286 -1.188
Cl 1.034800 2.670194 0.120829 0.575 1.519 0.381
H 5.477810 0.422185 -0.928264 -0.800 0.205 -0.025
H -1.821307 0.076695 -2.122270 0.362 0.949 -1.417
C 3.266647 0.702840 -0.685378 0.330 -1.122 -0.917
H 3.549653 -1.845428 1.966453 0.769 -0.490 0.357
H 0.767984 1.215276 -1.853685 -0.687 1.009 1.704
C 2.264859 -0.919807 0.560832 -0.980 0.072 -0.225
H 1.258901 -1.420903 0.659431 1.549 0.021 0.758
H -2.779821 0.014886 1.905349 -2.496 1.063 2.698
C 3.547369 -1.227975 1.096492 -1.742 1.065 -1.025
C 4.518268 0.154857 -0.459970 -0.290 0.804 0.733
C 0.397539 1.469669 -0.796740 -0.633 -2.272 -2.604
N 4.613265 -0.634496 0.580979 0.552 -2.201 1.323
H -1.716074 -1.113488 1.368009 0.159 0.514 -0.210
C -1.040456 0.929995 1.009666 -0.036 0.077 1.787
N 2.129441 0.137870 -0.227668 1.898 -0.026 -0.489
C -2.151893 -0.116084 1.137009 2.627 -2.195 -1.845
C -1.559429 -0.118001 -1.125462 0.742 -1.378 1.680
H -1.096072 -1.143304 -1.066636 -0.052 1.046 -0.215
C -2.785068 -0.196026 -0.244403 0.962 1.910 1.004
H -0.125238 0.740698 1.605643 -0.464 -0.467 -0.184
H -3.450649 0.651772 -0.288474 -0.126 0.550 -0.715
```
Positions in Å, forces in eV/Å.

[2]
Here is a 2-piece molecular cluster, C9H13F2O3 overall in a non-equilibrium geometry from the OMol25 dataset. Energies are from ωB97M-V/def2-TZVPD.

The net charge is -1. Its total energy is -21122.0931 eV. Its largest force on an atom is 1.6 eV/A. The spin multiplicity is 1. Its frontier orbital gap is 0.2393 Eh.

XYZ file:
```
27
Properties=species:S:1:pos:R:3:forces:R:3
C -0.842356 1.439931 -1.239438 -0.025 0.077 -0.001
H 2.509700 0.140655 1.860397 -0.097 -0.013 -0.077
H -1.702661 -2.619808 0.093987 -0.029 -0.011 -0.011
O 3.291420 0.524872 1.424108 0.079 0.081 -0.407
C 2.197876 -0.498710 -0.362615 -1.170 -1.006 -0.161
C -1.020097 -0.564749 0.130694 -0.044 -0.461 -0.100
H -2.428074 0.888396 0.936127 -0.103 0.165 0.030
C -2.237199 -0.180732 0.991107 0.176 -0.029 -0.048
H -0.042257 -2.390431 -0.485108 0.095 -0.040 -0.027
O 3.379381 1.507311 -0.619076 0.125 -0.127 0.056
H -3.129289 -0.713945 0.659922 -0.042 -0.033 -0.096
H -0.456586 -0.565937 -1.938471 0.043 -0.068 -0.045
O 0.558529 0.131252 1.836829 -0.345 -0.026 0.230
C 0.142724 1.603433 -0.076907 -0.025 0.243 0.055
H -1.748210 2.024919 -1.061269 -0.010 0.008 -0.053
C -1.177118 -0.056788 -1.300436 0.023 -0.001 0.081
H -0.385059 -2.285692 1.239704 0.010 -0.060 0.063
F 2.277568 -1.724905 0.285040 0.237 0.248 -0.047
H -0.405894 1.778625 -2.177974 -0.059 0.066 -0.044
F 2.047404 -0.780416 -1.701771 0.404 0.170 -0.022
H -0.145407 2.408161 0.605591 -0.034 -0.012 0.037
C -0.774752 -2.062290 0.247356 0.005 0.152 -0.027
C 3.049455 0.533781 0.055860 0.099 0.299 0.259
H -2.039480 -0.435427 2.030370 -0.001 -0.014 0.091
H 1.139991 1.842431 -0.436526 0.080 0.051 0.095
C 0.119438 0.287715 0.697325 0.679 0.440 0.227
H -2.179050 -0.231656 -1.694826 -0.071 -0.098 -0.056
```
Positions in Å, forces in eV/Å.

[3]
Here is C9H13GaNO2 as an isolated structure in a non-equilibrium geometry from the OMol25 dataset. Energies are from ωB97M-V/def2-TZVPD.

The net charge is -1. Its total energy is -67500.5437 eV. Its largest force on an atom is 4.1 eV/A. The spin multiplicity is 1. Its frontier orbital gap is 0.1889 Eh.

XYZ file:
```
26
Properties=species:S:1:pos:R:3:forces:R:3
C -1.341711 -0.940406 -2.442190 0.062 -1.367 0.866
C -0.108321 -1.390702 2.481432 -0.711 0.007 -1.079
H 0.087477 0.248272 -3.662534 -0.155 0.048 0.353
C -1.154169 -1.918520 -1.360436 2.133 0.399 -3.486
H 1.981507 -0.791749 -2.137239 -0.379 0.063 0.346
H -0.507541 3.948297 1.417881 -0.116 0.242 -0.205
H 1.818155 0.412693 1.773775 0.082 -0.314 0.159
C 0.910235 -0.944741 -1.979809 -0.436 -0.166 0.054
H -1.782579 -2.811880 -1.221194 0.371 0.882 -0.081
C 0.317627 -1.855363 -1.056011 -0.729 -0.681 -1.721
O -1.037846 -1.635051 3.239893 1.484 0.118 0.472
N 0.115280 2.190210 0.505463 0.992 -2.740 1.512
H 0.868881 -2.636521 -0.523102 -0.210 0.323 -0.016
C -1.326685 1.978905 0.452363 0.822 1.561 0.103
H -1.716005 1.558934 -0.513958 0.225 0.742 1.124
H 3.077867 -0.470561 2.716143 -0.422 -0.171 -0.039
C 2.167594 -0.574926 2.112496 -1.397 -0.436 0.120
Ga -1.200015 -1.549768 0.657734 -1.973 0.926 2.486
C -0.101074 -0.408402 -2.812849 0.339 -0.168 0.518
H -1.707327 1.584301 1.399898 -0.268 0.265 -0.544
H 2.350081 -1.202929 1.235749 0.045 0.071 0.085
H 0.469079 1.813524 -0.332784 0.956 0.121 -1.250
H -0.484953 3.913904 -0.474200 -0.410 0.522 0.261
H -2.293205 -0.711519 -2.916592 0.163 -0.093 0.162
C -0.539339 3.403323 0.481816 -2.142 -0.872 -1.063
O 1.136989 -1.209326 2.958255 1.673 0.716 0.863
```
Positions in Å, forces in eV/Å.

[4]
Here is an isolated ion of composition C9H13N2O2 and charge -1 in a non-equilibrium geometry from the OMol25 dataset. Energies are from ωB97M-V/def2-TZVPD.

The net charge is -1. Its total energy is -16615.9681 eV. Its largest force on an atom is 3.5 eV/A. The spin multiplicity is 1. Its frontier orbital gap is 0.2158 Eh.

XYZ file:
```
26
Properties=species:S:1:pos:R:3:forces:R:3
H 0.126348 -1.668629 -2.183885 0.063 0.621 -1.389
H 1.682453 -0.801153 1.183089 0.778 -0.691 -0.436
N 0.860426 3.155629 0.739367 0.448 -1.528 -0.526
H -2.906986 2.323355 -0.321528 -0.393 -0.723 -0.479
H -1.014811 -2.829034 -1.413301 0.607 0.799 -0.095
H 0.266316 -3.385532 1.066503 0.680 -0.490 0.424
C -2.181962 1.656033 -0.831212 -0.480 1.057 0.689
H -2.221731 1.949088 -1.904702 0.695 0.120 0.407
H 2.457953 -2.155540 0.159340 -0.165 0.243 0.116
C 0.015236 -2.392166 -1.432679 0.341 -2.274 2.243
C -0.492291 3.215687 0.263144 -1.178 -3.092 -0.759
H 2.012939 -0.453099 -0.486414 0.289 -1.427 0.617
O 2.346761 1.446382 1.432705 0.757 1.086 -0.362
H 0.672444 -3.314159 -1.609943 -0.390 1.333 0.274
H -2.379747 0.576982 -0.835034 -0.399 0.456 0.476
C -0.437367 -0.346616 -0.259457 0.211 1.923 1.526
C 1.501070 2.021099 0.828263 -2.173 -2.732 0.528
H 1.162136 4.019312 1.050024 1.232 1.877 0.927
H -1.236702 -2.736070 0.880104 -0.779 0.495 0.642
C 1.736968 -1.325451 0.201323 1.343 2.270 -0.240
C 0.320941 -1.621472 -0.070289 -1.038 -0.757 -0.577
C -0.235214 -2.433427 1.150130 0.053 -0.583 -2.683
O -1.015309 4.330005 0.195376 -0.218 0.830 -0.002
H -0.068409 -2.003130 2.110629 -0.204 0.487 0.564
N -0.034933 0.868992 0.094413 0.676 -1.767 -0.126
C -0.936528 1.902916 -0.005966 -0.756 2.466 -1.759
```
Positions in Å, forces in eV/Å.

[5]
Here is an isolated ion of composition C9H13N2O3 and charge -1 in a non-equilibrium geometry from the OMol25 dataset. Energies are from ωB97M-V/def2-TZVPD.

The net charge is -1. Its total energy is -18663.5244 eV. Its largest force on an atom is 5.3 eV/A. The spin multiplicity is 1. Its frontier orbital gap (alpha / beta) is 0.2236 / 0.2237 Eh.

XYZ file:
```
27
Properties=species:S:1:pos:R:3:forces:R:3
H 1.592397 4.807987 3.301502 -0.796 -1.172 -2.149
H -2.908065 -0.530656 -0.226076 -1.155 0.336 -0.159
H 1.826648 4.358811 1.552828 1.510 0.633 -2.180
O -1.859216 1.323401 0.552168 -0.453 -0.470 -0.400
C 0.997966 2.770428 2.583153 1.120 2.526 -0.736
C 1.148995 4.310291 2.316525 -2.407 0.089 4.775
C 0.299923 0.798303 1.405905 -0.499 -2.737 -1.933
H -0.411346 2.649761 1.163467 0.026 0.222 -0.002
H 0.151640 4.794837 2.159422 0.971 -0.270 -0.437
H 1.252322 -3.177899 -0.106511 0.095 0.192 0.853
N 0.277657 2.111535 1.687604 -1.406 0.820 -1.763
H 1.206643 -1.998194 -2.570725 2.306 0.292 -0.738
C 1.357456 -0.154837 -0.689120 -0.783 1.269 1.353
H -0.410574 -1.419373 -2.770866 0.380 -0.502 0.224
C 0.686063 -2.391986 0.433883 0.951 1.214 -0.528
H -2.373702 -2.243082 -0.636601 -0.066 1.013 0.061
H -0.020485 -3.053314 -2.030122 -0.237 0.658 -0.189
N -0.932786 -0.698881 -0.288099 -0.662 2.194 0.485
O 2.181445 0.060380 -1.530577 -0.312 -0.452 0.316
O 1.723074 2.258533 3.365719 1.540 -1.217 2.355
H 1.251089 -1.871897 1.301424 -0.779 -0.904 -1.571
C 0.282873 -1.985477 -2.116778 -3.008 -0.257 1.427
H -0.237979 -2.818659 0.848832 0.202 0.123 -0.240
C 0.304252 -1.324776 -0.708480 0.411 -1.011 1.166
C -2.248806 -1.134219 -0.801049 2.671 -0.724 -2.179
H -2.255241 -1.001325 -1.997251 -0.659 0.033 2.605
C -0.881675 0.564262 0.512859 1.039 -1.900 -0.416
```
Positions in Å, forces in eV/Å.

[6]
Here is one molecule with the formula C9H13N2O3P in a non-equilibrium geometry from the OMol25 dataset. Energies are from ωB97M-V/def2-TZVPD.

Its structure (SMILES) is CC(=O)/C=C(\O)c1cn(C[P@H](C)=O)cn1. Its total energy is -27954.5186 eV. Its largest force on an atom is 4.6 eV/A. The spin multiplicity is 1. Its frontier orbital gap is 0.3211 Eh.

XYZ file:
```
28
Properties=species:S:1:pos:R:3:forces:R:3
H 5.637641 -1.444654 0.151276 0.040 -0.008 -1.069
H 2.784844 -1.075188 0.468161 -0.028 -1.932 0.761
H -2.865610 0.085231 1.460569 0.194 -0.020 -0.005
H -5.769267 -0.068254 0.185512 0.284 0.509 0.403
H -3.265811 -0.369962 -1.991982 0.754 -0.234 1.246
H -0.869378 1.192331 -1.372431 -0.875 2.713 -1.344
N -1.452925 -0.766693 -0.833063 -0.044 0.261 -0.391
C -0.770558 -1.726551 -0.115713 -1.603 -1.804 1.043
H -3.306296 -1.644593 -0.762483 -0.415 -0.315 0.395
H 2.983219 2.121918 -0.884801 -2.315 -1.119 0.556
H 6.373678 -0.201583 1.192573 -1.239 -0.123 -0.734
O 4.667275 1.569437 -0.048251 0.251 -0.484 -0.030
H -5.337300 0.850010 1.805676 0.310 -0.385 -2.568
C 5.397726 -0.611412 0.784753 1.391 0.452 1.540
C 3.031026 -0.111400 0.194551 -1.238 2.467 -1.341
H -1.209068 -2.707621 0.346731 0.438 2.122 -1.403
O 1.980998 1.806579 -0.859809 1.915 -0.186 0.199
C -0.553296 0.281313 -1.083117 0.818 -3.754 2.506
C 1.917551 0.556897 -0.328067 1.768 0.084 -0.216
C -2.905592 -0.664805 -0.949965 -0.180 1.307 -0.746
P -3.382079 0.689785 0.297160 -1.502 -3.700 0.749
O -2.865692 1.984735 -0.026055 1.387 2.856 -0.905
H -5.426563 1.777028 0.169005 0.038 -1.757 0.701
C 0.588413 -0.122068 -0.438226 1.320 -0.112 0.083
H 4.932457 -1.155315 1.604754 -0.219 0.261 0.352
N 0.442392 -1.397732 0.135605 0.746 1.380 -0.538
C 4.410374 0.405046 0.264862 -1.422 -0.025 -0.293
C -5.168172 0.747521 0.632763 -0.574 1.545 1.047
```
Positions in Å, forces in eV/Å.